The following is a DFT calculation (the ωB97M-V functional and the def2-TZVPD basis) of a 11-piece molecular cluster, C30H89N7O11 overall in a non-equilibrium geometry.

Summary:
- net charge = 0
- relative energy (zero: lowest compared OMol25 entry of this formula, charge and spin) (kcal/mol) = 33.58
- max |F| (eV/A) = 2.90
- Kohn-Sham gap (eV) = 8.65

Cartesian coordinates (Å):
O -3.678 0.630 -2.436
H -3.306 0.859 -3.339
H -3.822 -0.323 -2.320
H -3.113 0.969 -1.654
C -0.737 -0.202 0.634
C -0.785 1.026 -0.251
O -2.048 1.482 -0.575
H -1.211 -0.001 1.601
H 0.266 -0.499 0.940
H -1.248 -1.053 0.177
H -0.148 0.868 -1.141
H -0.232 1.832 0.264
C 3.935 -4.133 1.183
C 3.440 -3.408 2.442
C 2.082 -4.016 2.793
O 1.338 -3.234 3.717
C 0.882 -1.975 3.265
N 4.419 -3.529 3.537
H 3.225 -4.130 0.353
H 4.105 -5.191 1.404
H 4.874 -3.774 0.757
H 3.343 -2.340 2.212
H 2.261 -4.960 3.308
H 1.527 -4.205 1.869
H 1.698 -1.246 3.277
H 0.124 -1.616 3.959
H 0.492 -2.122 2.256
H 5.208 -2.995 3.184
H 4.032 -3.003 4.316
C -6.218 -3.484 1.711
C -4.977 -3.371 0.828
C -4.207 -2.082 1.111
O -4.920 -1.046 0.434
C -4.773 0.243 1.041
N -4.058 -4.490 1.055
H -6.005 -3.539 2.779
H -6.776 -4.389 1.460
H -6.873 -2.633 1.512
H -5.261 -3.366 -0.224
H -3.187 -2.067 0.711
H -4.069 -1.943 2.189
H -3.732 0.451 1.299
H -5.396 0.427 1.917
H -5.035 1.030 0.332
H -3.886 -4.656 2.043
H -4.569 -5.331 0.798
C 3.771 1.858 5.554
C 3.997 2.996 4.549
C 3.166 2.759 3.294
O 3.552 1.612 2.554
C 2.519 1.182 1.677
N 3.580 4.271 5.161
H 2.753 1.891 5.939
H 4.529 1.965 6.331
H 3.974 0.873 5.127
H 5.065 3.125 4.365
H 3.310 3.613 2.620
H 2.114 2.695 3.590
H 1.637 0.946 2.280
H 2.838 0.294 1.135
H 2.216 1.953 0.962
H 4.043 4.936 4.538
H 2.614 4.468 4.892
C -0.798 1.620 4.640
C -1.742 2.745 4.223
C -1.213 3.564 3.059
O 0.116 4.044 3.361
C 0.656 4.844 2.337
N -3.055 2.163 3.863
H 0.130 2.097 4.962
H -0.531 1.011 3.770
H -1.222 1.015 5.438
H -1.855 3.359 5.120
H -1.869 4.413 2.842
H -0.998 3.018 2.133
H 1.682 5.091 2.596
H 0.048 5.758 2.369
H 0.562 4.420 1.332
H -2.769 1.398 3.247
H -3.430 2.752 3.118
C -2.013 -5.461 -1.157
C -0.634 -5.081 -1.682
C -0.116 -3.839 -0.991
O 1.082 -3.429 -1.621
C 1.577 -2.252 -1.003
N 0.297 -6.218 -1.643
H -2.293 -6.433 -1.558
H -2.757 -4.689 -1.350
H -2.001 -5.497 -0.067
H -0.734 -4.920 -2.759
H 0.033 -4.000 0.083
H -0.856 -3.034 -1.093
H 1.126 -1.312 -1.316
H 2.653 -2.239 -1.196
H 1.674 -2.291 0.089
H 1.169 -5.919 -2.068
H 0.561 -6.433 -0.685
C -1.577 2.843 -4.148
C -2.775 2.692 -5.116
C -2.448 3.212 -6.533
O -3.618 3.212 -7.297
C -3.355 3.342 -8.689
N -3.151 1.263 -5.079
H -0.876 2.029 -4.350
H -1.911 2.720 -3.116
H -1.035 3.787 -4.193
H -3.585 3.254 -4.645
H -1.702 2.471 -6.862
H -1.955 4.188 -6.515
H -2.843 4.243 -9.027
H -4.307 3.329 -9.222
H -2.898 2.389 -8.973
H -2.418 0.886 -5.683
H -3.973 1.216 -5.683
C 5.546 -1.776 -2.683
C 5.355 -0.578 -3.595
C 4.491 0.548 -3.007
O 3.138 0.150 -3.129
C 2.299 1.298 -3.194
N 6.731 -0.037 -3.791
H 6.041 -2.659 -3.079
H 4.506 -2.140 -2.656
H 5.859 -1.503 -1.676
H 5.047 -0.902 -4.589
H 4.731 1.458 -3.560
H 4.774 0.599 -1.949
H 2.737 2.038 -3.872
H 2.292 1.809 -2.225
H 1.273 1.099 -3.492
H 7.094 0.343 -2.922
H 6.634 0.758 -4.419
O -1.534 4.372 -0.803
H -1.545 3.399 -0.719
H -0.909 4.550 -1.512
O -3.790 2.939 1.159
H -4.138 3.655 0.619
H -3.346 2.339 0.532